1.
C3H6N4O | ωB97M-V/def2-TZVPD

The geometry in XYZ format:
```
14
Properties=species:S:1:pos:R:3:forces:R:3
C -1.44461 -0.21139 0.92867 -1.77 -1.20 -0.69
N -0.01278 -0.09459 0.86018 1.05 2.94 -2.74
C 0.77780 -0.49753 1.78674 -0.37 -1.44 0.65
N 1.44810 -1.01112 2.56055 1.26 -0.25 1.36
C 0.67982 0.99748 -0.04294 -3.71 -4.63 2.88
N 1.49416 1.74902 0.66953 0.67 -0.37 2.31
N 0.32150 1.00296 -1.20652 0.90 2.39 -4.02
O -0.64292 0.15634 -1.67725 -0.16 -0.89 -2.37
H -1.65701 -0.73914 1.88589 -0.02 0.20 -0.74
H -1.91164 0.83397 1.06499 0.38 -1.72 -0.89
H -1.81810 -0.93857 -0.01861 0.60 2.54 2.75
H 2.06408 2.37003 0.17351 1.13 0.82 -0.50
H 1.85447 1.22014 1.50024 0.07 1.27 -1.11
H -0.54397 0.15494 -2.71116 -0.02 0.34 3.10
```
Forces are in eV/Å.

Kohn-Sham gap in eV: 9.81
Net charge: 0
Relative energy (zero: lowest compared OMol25 entry of this formula, charge and spin) in kJ/mol: 425.4
Strongest force on any atom in eV/A: 6.6
SMILES: CN(C#N)/C(N)=N\O

2.
C4H12N3 | ωB97M-V/def2-TZVPD

The geometry in XYZ format:
```
19
Properties=species:S:1:pos:R:3:forces:R:3
C 2.47273 1.70390 -0.83210 -0.45 -0.07 0.23
C 2.37411 0.41031 -0.52608 0.86 0.70 -0.48
N 1.74017 -0.58336 -1.30732 -0.44 0.41 0.14
H 1.94964 2.17123 -1.66605 0.12 -0.16 0.08
H 3.05845 2.34250 -0.18417 0.08 0.02 -0.19
H 3.02691 0.06921 0.27671 -0.48 -0.36 0.07
H 1.30474 -0.19178 -2.14900 0.18 -0.22 0.43
H 1.03609 -1.04751 -0.74431 0.25 -0.36 -0.51
C -1.36467 1.21676 0.20375 0.48 -1.05 -2.17
N -1.80267 -2.37220 1.17407 0.47 1.89 -0.55
C -1.20051 -1.23114 0.76769 0.70 -1.56 0.19
N -1.84170 -0.17691 0.42300 -1.44 0.98 0.43
H -2.14642 1.74452 -0.39556 0.86 -0.46 0.50
H -0.39263 1.14287 -0.34621 -0.86 0.33 0.36
H -1.20081 1.68298 1.13474 0.05 0.59 1.07
H -2.81263 -2.38211 1.28399 0.32 -0.20 0.09
H -1.25893 -3.07262 1.63818 0.14 -0.36 -0.05
H -0.11096 -1.18573 0.63588 -0.50 -0.35 0.56
H -2.83089 -0.24092 0.61279 -0.35 0.21 -0.20
```
Forces are in eV/Å.

Kohn-Sham gap in eV: 8.08
Net charge: +1
Relative energy (zero: lowest compared OMol25 entry of this formula, charge and spin) in kJ/mol: 215.1
Strongest force on any atom in eV/A: 2.5

3.
C4H6O2Rh | ωB97M-V/def2-TZVPD

The geometry in XYZ format:
```
13
Properties=species:S:1:pos:R:3:forces:R:3
H 1.32611 1.77315 0.44891 0.86 -0.07 0.48
O 3.14878 0.91646 0.06410 -0.29 0.04 0.34
C 1.91526 0.90237 0.06487 -0.99 0.57 -0.95
C 1.11903 -0.01265 -0.68444 0.52 -0.96 -0.39
C -0.36122 -0.03235 -0.68254 -0.45 0.25 -0.25
C -0.97029 -0.09777 0.73230 1.80 1.24 0.64
O -2.17277 -0.77359 0.75449 1.18 3.31 0.45
Rh -2.85311 -2.32224 0.52419 -2.15 -4.03 -0.45
H 1.65668 -0.74843 -1.29157 -0.04 0.26 0.20
H -0.74061 -0.87272 -1.28494 0.40 0.30 0.08
H -0.72862 0.90074 -1.14760 0.10 -0.28 -0.17
H -1.10751 0.93904 1.09535 -0.33 -0.56 0.05
H -0.23173 -0.57200 1.40689 -0.61 -0.09 -0.02
```
Forces are in eV/Å.

Kohn-Sham gap (alpha / beta) in eV: 10.06 / 6.94
<S²>: 8.773
Net charge: +2
Relative energy (zero: lowest compared OMol25 entry of this formula, charge and spin) in kJ/mol: 0.0
Strongest force on any atom in eV/A: 4.6
Multiplicity: 6